The following is a DFT calculation (wB97M-V/def2-TZVPD) of a molecular structure, C40H37BrFGeN3O5Tc.

CARTESIAN COORDINATES (ANGSTROEM)
Tc (-0.397, -0.180, 0.617)
Br (0.717, -2.753, -3.357)
Ge (-2.151, -2.147, 0.849)
F (-2.845, 4.113, 5.127)
O (1.079, -0.630, 1.542)
O (-0.968, 0.308, -1.089)
O (-1.467, 1.709, -2.746)
O (2.613, -1.740, 2.715)
O (-1.292, 1.295, 1.408)
N (-3.217, 4.478, -0.333)
N (-4.019, 8.929, 4.947)
N (-4.057, 6.419, 4.035)
C (1.878, -2.889, -1.880)
C (3.004, -3.701, -1.935)
C (0.499, -5.326, 0.766)
C (-3.630, -0.623, 2.932)
C (-3.655, -1.584, 1.922)
C (-4.773, -0.352, 3.667)
C (1.595, -2.186, -0.729)
C (-0.236, -3.425, 2.728)
C (2.132, -1.608, 1.652)
C (1.302, -4.490, 4.304)
C (-2.011, 2.425, -0.569)
C (1.050, -5.381, 2.017)
C (-2.916, 4.247, 3.798)
C (-5.988, -1.991, 2.394)
C (-1.449, 1.481, -1.581)
C (0.708, -4.439, 3.020)
C (-0.809, -3.389, 1.419)
C (-0.422, -4.309, 0.462)
C (3.833, -3.804, -0.827)
C (-2.675, 3.531, -1.081)
C (-3.558, 5.394, 3.247)
C (-2.388, 3.257, 3.038)
C (-3.871, 5.625, -1.023)
C (-2.477, 3.315, 1.636)
C (-1.913, 2.300, 0.811)
C (-3.125, 4.419, 1.053)
C (2.415, -2.295, 0.384)
C (-5.952, -1.039, 3.402)
C (0.037, -2.561, 4.970)
C (-3.640, 5.440, 1.860)
C (-4.266, 7.883, 5.996)
C (-2.635, -2.394, -1.018)
C (-2.933, 6.811, -1.163)
C (-0.551, -2.491, 3.738)
C (-3.786, 6.528, 5.479)
C (-5.210, 7.209, 3.620)
C (-4.847, -2.258, 1.650)
C (-4.887, 8.698, 3.722)
C (3.541, -3.110, 0.338)
C (0.977, -3.571, 5.259)
H (-1.912, 2.418, 3.528)
H (-1.769, -2.503, -1.670)
H (-4.287, 5.758, 6.067)
H (4.176, -3.190, 1.210)
H (-5.332, 7.907, 6.209)
H (-2.057, 6.545, -1.755)
H (-6.073, 6.959, 4.243)
H (-3.242, -1.562, -1.368)
H (-4.325, 9.060, 2.865)
H (-2.759, 3.637, -2.156)
H (1.768, -6.155, 2.263)
H (-4.074, 6.306, 1.388)
H (3.228, -4.248, -2.842)
H (-3.730, 8.161, 6.900)
H (-2.590, 7.183, -0.197)
H (0.762, -6.056, 0.012)
H (-3.035, 8.908, 4.678)
H (-4.191, 9.861, 5.327)
H (-6.840, -0.838, 3.986)
H (-4.181, 5.256, -1.997)
H (-4.782, 5.859, -0.479)
H (-0.833, -4.275, -0.541)
H (2.019, -5.274, 4.515)
H (0.675, -1.591, -0.749)
H (-5.787, 9.296, 3.837)
H (-0.221, -1.840, 5.736)
H (-5.504, 6.982, 2.601)
H (-3.450, 7.619, -1.680)
H (-3.228, -3.311, -1.075)
H (-4.742, 0.382, 4.464)
H (1.432, -3.618, 6.239)
H (-4.901, -3.005, 0.865)
H (4.712, -4.432, -0.875)
H (-1.281, -1.713, 3.541)
H (-6.903, -2.531, 2.188)
H (-2.716, 6.436, 5.650)
H (-2.714, -0.092, 3.166)

Molecular weight ... 909.26 g/mol
2S+1 ... 3
Calculated total energy ... -188238.270 eV
Total charge ... +3
E_LUMO (alpha / beta) ... -7.88 / -10.35 eV

Löwdin atomic charge list, values in e, 5 entries: 1.455 0.848 0.992 0.092 -0.274